112
Properties=species:S:1:pos:R:3 method="wB97M-V/def2-TZVPD" e_above_lowest_kj_mol=0.0 e_lumo_ha=-0.1745 orbital_gap_ev=6.95 charge=+2
Sc -0.368 -0.558 -0.685
C 0.155 -3.840 -1.144
O -0.531 -2.854 -0.344
C -1.873 -3.176 -0.128
C -2.250 -4.183 0.739
C -3.603 -4.452 0.890
C -4.547 -3.715 0.181
C -4.158 -2.700 -0.677
C -2.803 -2.427 -0.837
N -2.247 -1.382 -1.620
N -3.012 -0.948 -2.540
C -2.606 0.030 -3.374
C -1.274 0.528 -3.407
O -0.373 0.151 -2.565
C -0.914 1.455 -4.431
C -1.831 1.880 -5.332
C -3.185 1.420 -5.323
C -4.111 1.881 -6.278
C -5.401 1.419 -6.274
C -5.795 0.480 -5.312
C -4.908 0.019 -4.368
C -3.582 0.483 -4.353
H 0.137 -4.799 -0.630
H 1.174 -3.488 -1.263
H -0.327 -3.926 -2.118
H -1.497 -4.739 1.282
H -3.923 -5.236 1.562
H -5.599 -3.934 0.305
H -4.884 -2.119 -1.229
H 0.111 1.800 -4.450
H -1.541 2.591 -6.097
H -3.785 2.600 -7.018
H -6.111 1.770 -7.011
H -6.812 0.108 -5.313
H -5.223 -0.711 -3.637
N -2.180 0.337 0.548
C -1.720 1.437 1.412
C -2.843 2.369 1.879
C -2.523 3.140 3.177
C -2.791 4.637 3.078
N -1.865 5.187 2.097
C -1.806 6.443 1.713
N -2.595 7.374 2.255
N -0.937 6.786 0.753
C -0.578 2.155 0.667
O -0.310 3.335 0.936
O 0.047 1.452 -0.182
H -2.837 0.693 -0.146
H -2.693 -0.355 1.088
H -1.253 0.965 2.281
H -3.738 1.766 2.036
H -3.080 3.065 1.069
H -1.473 3.006 3.446
H -3.110 2.742 4.004
H -2.636 5.106 4.053
H -3.825 4.819 2.767
H -1.228 4.501 1.649
H -3.249 7.136 2.979
H -2.582 8.325 1.932
H -0.332 6.084 0.360
H -0.787 7.745 0.497
C 3.697 -2.524 -3.239
C 4.166 -2.677 -1.810
C 5.566 -3.228 -1.683
O 4.184 -1.348 -1.174
P 2.956 -0.776 -0.396
O 1.656 -1.090 -1.075
C 3.011 -1.484 1.259
P 1.419 -1.552 2.137
O 0.341 -0.829 1.409
O 1.055 -3.064 2.285
C 1.856 -4.000 3.092
C 1.085 -4.305 4.355
C 2.110 -5.212 2.225
O 1.662 -1.079 3.604
C 2.130 0.211 4.140
C 1.983 1.342 3.144
C 3.543 0.024 4.644
O 3.251 0.727 -0.162
C 3.047 1.781 -1.196
C 3.011 3.081 -0.433
C 4.160 1.706 -2.216
H 3.671 -3.501 -3.721
H 4.392 -1.891 -3.792
H 2.702 -2.084 -3.284
H 3.465 -3.301 -1.243
H 6.271 -2.581 -2.205
H 5.612 -4.221 -2.130
H 5.869 -3.303 -0.639
H 3.753 -0.934 1.838
H 3.379 -2.510 1.162
H 2.800 -3.507 3.342
H 0.127 -4.764 4.108
H 0.906 -3.398 4.929
H 1.652 -5.002 4.973
H 1.166 -5.687 1.955
H 2.714 -5.938 2.769
H 2.640 -4.944 1.309
H 1.460 0.374 4.983
H 2.618 1.207 2.265
H 2.287 2.270 3.628
H 0.953 1.453 2.810
H 4.250 -0.111 3.824
H 3.605 -0.833 5.312
H 3.848 0.912 5.199
H 2.075 1.578 -1.646
H 3.957 3.243 0.086
H 2.187 3.088 0.279
H 2.862 3.900 -1.137
H 5.132 1.816 -1.735
H 4.036 2.519 -2.932
H 4.145 0.766 -2.767

---

68
Properties=species:S:1:pos:R:3 method="wB97M-V/def2-TZVPD" multiplicity=2 e_above_lowest_kj_mol=100.4 e_lumo_ha="-0.2132 / -0.2618" orbital_gap_ev="6.74 / 5.39" charge=+2
Ru 1.143 0.439 -0.140
C 2.419 3.120 -0.603
C 3.541 2.346 0.034
N 3.201 0.896 0.018
C 3.867 0.192 1.138
C 3.224 0.537 2.478
S 1.425 0.796 2.349
C 1.320 2.617 2.411
C 0.650 3.194 1.184
N 1.126 2.613 -0.088
H 2.411 2.937 -1.676
H 2.518 4.196 -0.444
H 3.703 2.637 1.069
H 4.480 2.517 -0.492
H 3.539 0.482 -0.850
H 4.932 0.436 1.152
H 3.778 -0.869 0.947
H 3.642 1.427 2.944
H 3.394 -0.276 3.183
H 2.321 3.007 2.583
H 0.727 2.877 3.286
H 0.765 4.282 1.177
H -0.415 2.979 1.240
H 0.436 2.836 -0.801
S 1.170 0.691 -2.437
C -0.472 0.811 -3.098
C -0.608 0.743 -4.485
C -1.858 0.863 -5.067
C -2.998 1.033 -4.286
C -2.880 1.086 -2.911
C -1.618 0.975 -2.325
As -1.368 0.991 -0.438
C -0.961 -0.892 -0.097
C -0.952 -1.321 1.239
C -0.962 -2.672 1.544
C -0.986 -3.603 0.513
C -0.993 -3.193 -0.818
C -0.982 -1.847 -1.125
C -3.128 1.107 0.343
C -3.901 -0.026 0.572
C -5.193 0.124 1.055
C -5.704 1.390 1.310
C -4.928 2.518 1.080
C -3.634 2.378 0.599
H 0.270 0.603 -5.103
H -1.945 0.820 -6.145
H -3.971 1.116 -4.751
H -3.761 1.210 -2.294
H -0.998 -0.595 2.041
H -0.988 -2.997 2.577
H -1.018 -4.661 0.745
H -1.020 -3.928 -1.612
H -1.011 -1.524 -2.157
H -3.519 -1.017 0.365
H -5.804 -0.752 1.227
H -6.712 1.498 1.686
H -5.328 3.504 1.275
H -3.036 3.263 0.413
N 2.188 -4.313 2.042
C 2.418 -4.669 0.770
N 2.769 -5.923 0.503
N 2.293 -3.850 -0.268
C 2.067 -2.589 -0.152
N 1.877 -1.445 -0.255
H 2.318 -4.952 2.808
H 1.860 -3.388 2.251
H 2.883 -6.621 1.217
H 2.976 -6.165 -0.451

---

81
Properties=species:S:1:pos:R:3 method="wB97M-V/def2-TZVPD" e_above_lowest_kj_mol=0.0 e_lumo_ha=0.0081 orbital_gap_ev=8.56
N -9.856 -0.239 -7.145
H -9.981 0.660 -6.701
H -9.669 -0.128 -8.131
H -10.682 -0.817 -7.092
H -9.050 -0.743 -6.803
C -13.125 -3.015 -9.570
F -13.222 -4.272 -10.128
F -12.354 -2.262 -10.333
F -14.279 -2.389 -9.539
S -12.426 -3.202 -7.748
O -11.402 -4.240 -7.760
O -11.934 -1.877 -7.385
O -13.462 -3.666 -6.815
C -9.900 1.897 -3.891
C -9.487 2.819 -5.051
C -7.934 2.951 -5.269
O -7.596 3.878 -6.342
C -6.183 3.963 -6.521
N -10.132 2.327 -6.267
H -9.456 0.903 -3.938
H -10.986 1.800 -3.900
H -9.623 2.258 -2.901
H -9.868 3.756 -4.645
H -7.485 1.970 -5.425
H -7.545 3.370 -4.341
H -6.022 4.901 -7.053
H -5.759 3.082 -7.004
H -5.657 4.049 -5.571
H -11.020 2.807 -6.299
H -9.606 2.841 -6.959
C -12.769 3.873 -8.225
C -13.671 3.202 -7.228
C -13.807 1.651 -7.406
O -14.645 0.953 -6.505
C -14.907 -0.401 -6.654
N -13.181 3.408 -5.860
H -11.696 3.684 -8.241
H -12.804 4.925 -7.944
H -13.189 3.818 -9.230
H -14.644 3.687 -7.303
H -12.814 1.224 -7.541
H -14.242 1.490 -8.393
H -13.970 -0.957 -6.622
H -15.377 -0.611 -7.614
H -15.596 -0.849 -5.938
H -13.749 2.906 -5.192
H -13.249 4.376 -5.578
C -6.037 -3.319 -5.958
C -7.557 -2.792 -6.065
C -8.230 -2.541 -4.757
O -9.512 -1.950 -5.021
C -10.488 -1.947 -3.975
N -7.423 -1.576 -6.862
H -6.124 -4.227 -5.362
H -5.326 -2.595 -5.558
H -5.699 -3.523 -6.974
H -8.127 -3.433 -6.738
H -7.569 -1.942 -4.131
H -8.454 -3.479 -4.250
H -11.315 -1.391 -4.417
H -10.137 -1.473 -3.058
H -10.860 -2.951 -3.769
H -6.651 -1.072 -6.449
H -7.112 -1.758 -7.806
C -7.174 1.271 -9.493
C -8.573 1.653 -9.884
C -8.756 2.066 -11.344
O -10.053 2.272 -11.729
C -10.700 3.360 -11.054
N -9.445 0.525 -9.711
H -6.521 2.106 -9.745
H -6.856 0.471 -10.161
H -7.081 0.991 -8.444
H -8.975 2.456 -9.266
H -8.205 1.369 -11.976
H -8.218 3.014 -11.368
H -10.862 3.209 -9.987
H -11.674 3.462 -11.533
H -10.186 4.311 -11.196
H -9.085 -0.021 -10.480
H -10.213 0.964 -10.199

---

58
Properties=species:S:1:pos:R:3 method="wB97M-V/def2-TZVPD" e_above_lowest_kj_mol=64.5 e_lumo_ha=-0.4084 orbital_gap_ev=5.82 charge=+3
Ta -0.286 0.090 -0.699
C -0.217 -3.397 2.329
C 0.705 -2.302 1.915
C 1.305 -1.488 2.881
C 2.264 -0.546 2.543
C 2.653 -0.379 1.222
C 2.071 -1.168 0.224
C 1.080 -2.123 0.573
H 0.375 -4.231 2.711
H -0.817 -3.780 1.506
H -0.860 -3.088 3.150
H 1.073 -1.647 3.922
H 2.748 0.019 3.323
H 3.454 0.302 0.976
H 2.550 -1.226 -0.751
H 0.802 -2.880 -0.157
C -5.435 -2.329 1.006
S -4.429 -2.642 -0.456
C -3.106 -1.595 -0.236
S -1.958 -1.515 -1.582
N -2.974 -0.864 0.834
N -1.944 -0.048 0.941
C -1.887 0.740 1.980
C -0.844 1.721 2.032
C -0.806 2.731 3.000
C 0.160 3.718 2.903
C 1.066 3.674 1.847
C 0.983 2.632 0.937
N 0.066 1.667 1.026
H -6.285 -3.006 0.936
H -5.778 -1.298 0.982
H -4.864 -2.528 1.909
H -2.670 0.708 2.730
H -1.549 2.748 3.783
H 0.207 4.517 3.626
H 1.820 4.436 1.730
H 1.672 2.576 0.099
C -0.448 6.441 -3.609
O -0.317 5.406 -4.571
C -0.304 4.144 -4.282
C -0.047 3.254 -5.365
C 0.142 1.927 -5.158
C 0.085 1.352 -3.848
C 0.580 0.060 -3.577
C 1.143 -0.845 -4.603
O 0.596 -0.361 -2.348
C -0.392 2.221 -2.792
O -0.655 1.712 -1.594
C -0.535 3.579 -3.008
H -0.190 7.356 -4.143
H 0.233 6.296 -2.768
H -1.477 6.515 -3.247
H 0.027 3.687 -6.349
H 0.363 1.298 -6.006
H 1.703 -0.316 -5.366
H 0.337 -1.377 -5.113
H 1.784 -1.590 -4.134
H -0.862 4.192 -2.182

---

12
Properties=species:S:1:pos:R:3 method="wB97M-V/def2-TZVPD" e_above_lowest_kj_mol=0.0 e_lumo_ha=0.2389 orbital_gap_ev=7.44 charge=-2 smiles="O=C([O-])[C@@]1(S(=O)(=O)[O-])CO1"
O -0.510 2.406 1.481
C -0.138 2.675 0.288
O -0.012 3.814 -0.114
C -0.028 1.338 -0.665
S 0.839 1.173 -2.216
O 0.193 1.894 -3.308
O 2.098 1.853 -1.888
O 1.026 -0.258 -2.505
C 0.163 0.053 -0.052
O -1.062 0.362 -0.629
H 0.692 -0.605 -0.547
H 0.261 -0.210 1.028

---

16
Properties=species:S:1:pos:R:3 method="wB97M-V/def2-TZVPD" e_above_lowest_kj_mol=254.7 e_lumo_ha=0.0266 orbital_gap_ev=8.62
C -1.192 0.587 0.452
N -0.274 -0.714 -1.267
N -1.160 1.083 1.734
N -2.345 0.752 -0.271
N -0.144 0.041 -0.061
H -0.288 -0.061 -2.050
H 0.786 -1.161 -1.188
H -0.241 1.100 2.150
H -1.690 1.927 1.896
H -3.189 0.886 0.265
H -2.402 0.071 -1.024
N 2.054 -1.214 -0.036
O 3.179 -0.358 -0.357
H 3.455 -0.628 -1.243
H 2.394 -1.867 0.668
H 1.058 -0.443 0.332

---

17
Properties=species:S:1:pos:R:3 method="wB97M-V/def2-TZVPD" e_above_lowest_kj_mol=842.6 e_lumo_ha=-0.0271 orbital_gap_ev=6.84
C -2.820 0.145 -1.079
C -1.994 0.886 0.028
C 2.066 0.130 1.487
C 1.433 -0.620 0.559
O 1.805 -1.668 -0.184
C 0.637 0.146 -0.475
C -0.512 0.969 -0.197
H -2.825 0.824 -1.890
H -3.894 0.564 -0.699
H -2.842 -1.086 -1.281
H -2.682 1.906 -0.014
H -2.246 0.288 0.908
H 3.058 -0.134 2.085
H 1.327 0.920 1.873
H 1.258 -1.935 -0.968
H 1.267 0.604 -1.179
H -0.325 1.624 1.138

---

21
Properties=species:S:1:pos:R:3 method="wB97M-V/def2-TZVPD" multiplicity=2 e_above_lowest_kj_mol=93.5 e_lumo_ha="0.1442 / 0.1368" orbital_gap_ev="2.75 / 9.80" charge=-1
C 0.999 0.199 2.988
C 0.910 -0.013 1.497
C -0.286 -0.893 1.095
C -0.427 -1.241 -0.386
C 0.918 -0.634 -2.393
C 0.182 -0.231 -1.358
H 1.908 0.626 3.397
H 0.958 -0.807 3.476
H 0.055 0.580 3.383
H 0.631 0.950 1.057
H 1.841 -0.428 1.102
H -1.157 -0.248 1.315
H -0.423 -1.808 1.672
H -1.500 -1.327 -0.577
H 0.045 -2.199 -0.627
H 1.190 -1.591 -2.818
H 1.471 0.166 -2.890
H 0.225 0.803 -1.080
H -2.076 1.922 -0.748
H -2.047 1.824 -2.417
O -1.845 2.301 -1.614

---

52
Properties=species:S:1:pos:R:3 method="wB97M-V/def2-TZVPD" e_above_lowest_kj_mol=378.2 e_lumo_ha=-0.0292 orbital_gap_ev=8.07 smiles="CC[C@H](I)[C@]1(CC(=O)O)OC(=O)O[C@@]1(CN)/C(I)=C(/C)I.O=S1(=O)CCCC1"
C 1.681 -1.645 1.750
C 0.083 -1.294 1.723
C -0.140 -0.328 0.458
I 0.392 1.784 0.891
C -1.489 -0.519 -0.364
C -1.065 -1.506 -1.592
C -0.458 -2.905 -1.127
O 0.805 -3.015 -1.101
O -1.184 -4.060 -0.722
O -1.654 0.768 -1.061
C -2.938 0.719 -1.739
O -3.295 1.358 -2.733
O -3.688 -0.235 -0.948
C -2.942 -0.682 0.253
C -3.543 0.458 1.271
N -2.612 0.997 2.277
C -3.393 -2.031 0.986
I -3.107 -2.299 3.165
C -3.987 -3.171 0.376
C -4.445 -4.470 1.237
I -4.341 -3.299 -1.748
H 1.903 -2.698 1.379
H 2.298 -0.865 1.159
H 2.085 -1.572 2.832
H -0.114 -0.795 2.737
H -0.481 -2.297 1.637
H 0.717 -0.608 -0.268
H -0.248 -0.984 -2.219
H -1.920 -1.722 -2.314
H -1.486 -4.544 -1.534
H -4.478 -0.009 1.776
H -3.971 1.360 0.685
H -3.165 1.153 3.146
H -1.857 0.368 2.567
H -5.178 -4.197 2.075
H -3.489 -4.971 1.600
H -5.026 -5.193 0.546
O 4.531 1.979 0.765
S 4.590 3.351 0.316
O 4.844 4.448 1.222
C 5.738 3.451 -1.047
C 4.886 3.175 -2.278
C 3.590 3.962 -2.072
C 3.119 3.702 -0.639
H 6.542 2.729 -0.909
H 6.143 4.466 -1.068
H 5.398 3.471 -3.195
H 4.661 2.105 -2.345
H 3.788 5.030 -2.207
H 2.824 3.677 -2.796
H 2.613 4.572 -0.218
H 2.464 2.829 -0.585

---

22
Properties=species:S:1:pos:R:3 method="wB97M-V/def2-TZVPD" e_lumo_ha=-0.0182 orbital_gap_ev=5.01
O 2.531 1.015 -0.627
C 2.981 0.182 0.179
C 2.598 -1.259 -0.017
O 1.397 -1.368 -0.665
Sr 0.787 0.427 -1.455
H 3.609 0.381 1.066
H 3.456 -1.789 -0.486
O -1.955 -0.999 0.071
C -1.708 -0.411 1.373
C -0.572 0.496 1.335
O -0.534 1.379 0.068
C -1.805 1.346 -0.573
C -2.008 -0.093 -1.056
O -0.985 -0.443 -1.902
Li -0.360 -2.000 -0.707
H -2.629 0.093 1.704
H -0.544 1.189 2.187
H -1.763 2.019 -1.440
H -2.594 1.689 0.110
H -2.999 -0.211 -1.531
H 0.520 0.024 1.346
H 2.576 -1.668 1.019

---

12
Properties=species:S:1:pos:R:3 method="wB97M-V/def2-TZVPD" e_above_lowest_kj_mol=437.2 e_lumo_ha=0.0220 orbital_gap_ev=9.56 smiles="C=CC1=NOCO1"
C 2.409 0.379 0.208
C 1.368 -0.328 -0.294
C -0.112 0.129 -0.389
N -0.650 1.267 -0.305
O -1.955 1.113 -0.011
C -2.206 -0.359 0.139
O -1.028 -0.971 -0.073
H 3.339 -0.126 0.238
H 2.628 1.608 0.395
H 1.509 -1.416 -0.428
H -2.455 -0.498 1.258
H -2.848 -0.799 -0.738

---

13
Properties=species:S:1:pos:R:3 method="wB97M-V/def2-TZVPD" e_above_lowest_kj_mol=526.6 e_lumo_ha=0.0159 orbital_gap_ev=9.29
C 0.928 -0.416 -1.393
C -0.302 0.122 -0.992
C -1.178 -0.586 -0.108
C -0.753 -0.066 1.088
O -1.004 -0.530 2.316
N 0.202 0.921 0.925
N -0.120 1.385 -0.401
H 1.148 -0.002 0.174
H 1.661 0.213 -1.900
H 1.005 -1.479 -1.614
H -1.689 -1.522 -0.279
H -0.601 0.095 2.938
H 0.703 1.864 -0.755

---

15
Properties=species:S:1:pos:R:3 method="wB97M-V/def2-TZVPD" e_above_lowest_kj_mol=203.2 e_lumo_ha=-0.1919 orbital_gap_ev=8.90 charge=+1
C -0.968 1.504 1.017
C -0.350 2.419 0.269
H -1.497 0.714 0.487
H -1.086 1.687 2.075
H -0.298 2.323 -0.808
H -0.036 3.363 0.698
C -0.249 -2.095 -0.025
C 1.295 -0.595 -1.177
N 0.621 -0.926 -0.152
H 0.271 -2.838 0.576
H -1.125 -1.778 0.537
H -0.506 -2.492 -1.001
H 1.097 -1.092 -2.122
H 2.063 0.157 -1.055
H 0.769 -0.351 0.679

---

| no. | F_max (eV Å⁻¹) |
| --- | --- |
| 1 | 0.08 |
| 2 | 2.42 |
| 3 | 3.84 |
| 4 | 2.42 |
| 5 | 4.87 |
| 6 | 2.66 |
| 7 | 5.61 |
| 8 | 2.67 |
| 9 | 5.26 |
| 10 | 8.59 |
| 11 | 4.11 |
| 12 | 0.32 |
| 13 | 1.08 |